Record 1
Density functional theory data (ωB97M-V/def2-TZVPD) for an isolated molecule of CF2I2 at a distorted geometry.

Each line ends with the natural charge from an NBO analysis.
Geometry (Å):
C (-0.019, 0.602, -0.004)  0.56
F (-0.563, -0.431, -0.693)  -0.36
F (0.217, 0.061, 1.153)  -0.34
I (2.404, 0.999, -0.680)  0.15
I (4.181, -0.433, 0.545)  -0.01

Atomic forces in eV per Å
C -1.716 -1.004 -0.555
F 0.518 0.877 0.179
F -0.015 0.034 0.767
I 0.434 0.607 -0.742
I 0.779 -0.515 0.352

Output
2S+1 = 1
highest occupied orbital energy = -9.1 eV
LUMO energy = -1.62 eV
energy relative to the best compared isomer or geometry (same formula, charge and spin) = 1.742 eV

***

Record 2
Density functional theory data (ωB97M-V/def2-TZVPD) for a cluster of 2 separate species, ClHNO3P in total at a distorted geometry.

Each line ends with the natural charge from an NBO analysis.
Geometry (Å):
N (0.534, 0.712, 0.313)  0.38
O (-1.391, -1.019, -0.066)  -1.04
O (1.611, 1.172, 0.045)  -0.36
O (-0.169, 1.097, 1.208)  -0.41
P (-2.618, -0.655, 0.656)  1.41
Cl (-3.369, 0.961, -0.456)  -0.36
H (0.042, -0.044, -0.217)  0.37

Atomic forces in eV per Å
N -0.214 0.409 -0.026
O -0.476 -0.747 0.216
O 0.491 -0.432 -0.630
O -0.828 0.564 1.358
P 0.292 0.943 -0.984
Cl -0.016 -0.526 0.586
H 0.751 -0.210 -0.520

Output
2S+1 = 1
highest occupied orbital energy = -11.3 eV
LUMO energy = -1.71 eV
SMILES = O=[NH+][O-].O=PCl
energy relative to the best compared isomer or geometry (same formula, charge and spin) = 0.840 eV

***

Record 3
Density functional theory data (ωB97M-V/def2-TZVPD) for an isolated molecule of C15H30N2O4.

Each line ends with the natural charge from an NBO analysis.
Geometry (Å):
C (4.758, -1.300, 1.943)  -0.61
C (4.838, 0.209, 1.741)  -0.39
C (3.681, 0.762, 0.909)  -0.43
C (3.740, 0.369, -0.573)  -0.06
O (3.511, -0.989, -0.863)  -0.54
C (2.189, -1.424, -0.633)  -0.07
C (2.003, -2.791, -1.286)  -0.42
H (2.793, -3.453, -0.932)  0.22
H (2.109, -2.690, -2.368)  0.20
C (0.642, -3.398, -0.937)  -0.22
N (-0.466, -2.563, -1.348)  -0.63
C (-0.961, -1.619, -0.490)  0.79
O (-0.749, -1.626, 0.706)  -0.67
N (-1.714, -0.647, -1.099)  -0.65
H (-2.117, -0.830, -2.008)  0.41
C (-2.481, 0.265, -0.278)  -0.16
C (-3.910, 0.282, -0.786)  0.81
O (-4.248, -0.187, -1.844)  -0.61
O (-4.747, 0.869, 0.067)  -0.51
C (-6.108, 0.946, -0.341)  -0.26
H (-6.638, 1.446, 0.465)  0.20
H (-6.510, -0.055, -0.504)  0.20
H (-6.194, 1.514, -1.270)  0.19
H (-2.466, -0.122, 0.747)  0.26
C (-1.842, 1.678, -0.283)  -0.20
C (-2.251, 2.465, -1.526)  -0.61
H (-1.659, 3.374, -1.607)  0.22
H (-2.096, 1.873, -2.425)  0.21
H (-3.301, 2.748, -1.476)  0.20
C (-2.173, 2.444, 1.002)  -0.40
C (-1.332, 1.979, 2.185)  -0.61
H (-0.281, 2.201, 2.012)  0.20
H (-1.643, 2.487, 3.095)  0.21
H (-1.426, 0.908, 2.340)  0.21
H (-1.987, 3.507, 0.832)  0.20
H (-3.234, 2.326, 1.228)  0.21
H (-0.760, 1.513, -0.316)  0.21
H (-0.536, -2.376, -2.337)  0.38
H (0.552, -3.512, 0.145)  0.23
H (0.536, -4.377, -1.412)  0.20
H (1.482, -0.695, -1.061)  0.16
H (1.978, -1.504, 0.441)  0.18
H (3.013, 0.986, -1.128)  0.16
H (4.740, 0.573, -0.967)  0.18
H (2.732, 0.436, 1.337)  0.20
H (3.706, 1.854, 0.949)  0.21
H (5.781, 0.460, 1.250)  0.19
H (4.831, 0.702, 2.717)  0.20
H (5.599, -1.646, 2.540)  0.20
H (4.777, -1.810, 0.985)  0.22
H (3.839, -1.565, 2.461)  0.20

Atomic forces in eV per Å
C 0.170 0.137 -0.011
C -0.261 -0.052 -0.007
C 0.292 -0.221 -0.235
C -0.091 0.391 0.108
O 0.005 -0.272 -0.127
C -0.045 -0.181 0.003
C -0.153 0.283 0.237
H 0.062 -0.065 -0.023
H 0.052 -0.028 -0.048
C 0.289 -0.083 0.044
N -0.058 -0.086 -0.231
C -0.183 0.071 -0.427
O 0.166 0.005 0.483
N -0.323 0.105 -0.205
H 0.028 -0.095 0.088
C 0.360 0.057 0.210
C 0.201 -0.259 -0.067
O -0.113 0.065 -0.057
O 0.241 0.099 0.278
C -0.327 -0.054 -0.277
H 0.049 -0.023 -0.030
H 0.011 0.092 0.021
H -0.017 -0.038 0.084
H -0.077 0.046 -0.183
C -0.340 0.228 0.088
C 0.225 -0.172 0.153
H 0.011 0.084 -0.033
H -0.004 -0.009 -0.172
H -0.153 0.064 -0.027
C 0.222 -0.085 -0.014
C -0.188 0.106 -0.103
H 0.133 -0.010 0.017
H 0.030 0.006 0.135
H 0.039 -0.150 0.076
H -0.081 0.047 -0.015
H -0.021 0.118 -0.021
H -0.072 -0.086 0.023
H -0.035 0.063 0.080
H 0.012 -0.118 -0.123
H 0.014 0.040 0.129
H 0.038 -0.025 0.082
H -0.013 0.052 -0.069
H 0.105 -0.064 -0.004
H -0.072 0.100 0.016
H -0.107 0.086 0.047
H -0.096 0.027 -0.023
H 0.057 0.082 0.032
H 0.098 0.027 -0.022
H 0.036 -0.102 0.081
H -0.009 -0.120 -0.014
H -0.109 -0.084 0.055

Output
2S+1 = 1
highest occupied orbital energy = -9.4 eV
LUMO energy = 0.75 eV
SMILES = CCCCOCCCNC(=O)N[C@H](C(=O)OC)[C@@H](C)CC
energy relative to the best compared isomer or geometry (same formula, charge and spin) = 0.365 eV

***

Record 4
Density functional theory data (ωB97M-V/def2-TZVPD) for an isolated molecule of C3H6N2S2 at a distorted geometry.

Each line ends with the natural charge from an NBO analysis.
Geometry (Å):
C (0.822, 0.218, -0.051)  0.31
C (0.033, 1.424, 0.366)  -0.60
C (0.113, -0.658, -1.010)  -0.64
N (2.036, 0.148, 0.292)  -0.61
N (-1.306, -1.507, 0.974)  -1.12
S (-1.747, 1.321, -0.169)  -0.06
S (-1.633, -0.896, -0.447)  0.97
H (-0.076, 1.114, 1.426)  0.26
H (0.564, 2.391, 0.303)  0.27
H (-0.061, -0.152, -1.994)  0.25
H (0.689, -1.607, -1.027)  0.26
H (2.569, -0.473, -0.285)  0.34
H (-2.004, -1.326, 1.621)  0.36

Atomic forces in eV per Å
C 0.536 1.446 -1.091
C -1.145 -1.168 2.381
C -0.449 -0.878 -1.117
N -0.318 0.983 -0.143
N 1.693 -0.033 -2.276
S 0.799 -0.143 -0.761
S 1.346 0.805 1.753
H 0.188 1.046 -0.045
H -0.572 -0.608 -0.309
H 0.642 -0.550 0.582
H -0.896 0.298 -0.488
H 0.208 -1.189 0.128
H -2.031 -0.009 1.387

Output
2S+1 = 1
highest occupied orbital energy (alpha / beta) = -8.7 / -8.7 eV
LUMO energy (alpha / beta) = -0.03 / -0.03 eV
energy relative to the best compared isomer or geometry (same formula, charge and spin) = 2.759 eV

***

Record 5
Density functional theory data (ωB97M-V/def2-TZVPD) for the ion C20H28NS2 with charge +1 at a distorted geometry.

Each line ends with the natural charge from an NBO analysis.
Geometry (Å):
C (-3.100, -2.088, 2.105)  -0.40
C (-3.562, -0.959, 1.212)  -0.41
C (-2.774, -0.901, -0.108)  -0.24
N (-1.323, -0.862, 0.086)  -0.32
C (-0.557, -0.463, -0.948)  0.61
C (0.979, -0.322, -0.799)  -0.36
C (1.665, -0.779, -2.120)  -0.41
C (1.055, -0.008, -3.276)  -0.46
C (-0.360, -0.550, -3.510)  -0.38
C (-1.233, -0.357, -2.266)  -0.55
C (-0.775, -1.856, 1.042)  -0.23
C (-1.596, -2.003, 2.313)  -0.42
H (-3.634, -2.039, 3.066)  0.24
H (-3.345, -3.035, 1.619)  0.20
H (-4.620, -1.064, 0.943)  0.24
H (-3.474, 0.011, 1.709)  0.21
H (-3.026, -1.820, -0.671)  0.21
H (-3.115, -0.023, -0.690)  0.23
H (1.302, -0.940, 0.033)  0.25
H (2.767, -0.654, -1.983)  0.26
H (1.433, -1.871, -2.227)  0.21
H (0.986, 1.092, -2.996)  0.23
H (1.670, -0.121, -4.183)  0.23
H (-0.810, -0.090, -4.400)  0.23
H (-0.317, -1.617, -3.774)  0.21
H (-2.041, -1.091, -2.407)  0.25
H (-1.763, 0.609, -2.346)  0.28
H (-0.745, -2.840, 0.534)  0.21
H (0.254, -1.596, 1.339)  0.24
H (-1.369, -1.176, 2.984)  0.22
H (-1.256, -2.904, 2.828)  0.24
C (-0.188, 1.115, 3.664)  -0.22
C (-0.660, 1.893, 2.601)  -0.20
C (0.027, 1.982, 1.385)  -0.23
C (1.178, 1.229, 1.199)  -0.07
C (1.635, 0.914, -0.256)  -0.30
S (3.427, 0.631, -0.201)  0.25
C (4.015, 2.127, -1.104)  -0.52
C (2.895, 2.685, -1.981)  -0.53
S (1.229, 2.218, -1.349)  0.26
C (1.738, 0.544, 2.270)  -0.18
C (1.045, 0.445, 3.480)  -0.22
H (-0.803, 0.921, 4.556)  0.23
H (-1.651, 2.339, 2.695)  0.22
H (-0.426, 2.571, 0.565)  0.23
H (4.332, 2.895, -0.365)  0.23
H (4.917, 1.876, -1.694)  0.25
H (2.894, 3.803, -1.925)  0.25
H (3.029, 2.413, -3.060)  0.23
H (2.677, -0.034, 2.174)  0.23
H (1.374, -0.250, 4.239)  0.23

Atomic forces in eV per Å
C -0.061 0.007 -0.085
C 0.036 0.564 -0.391
C -1.097 -0.367 0.123
N 1.590 0.151 -2.121
C -0.192 -0.551 1.829
C -0.155 -2.497 -0.043
C -0.279 -0.737 0.504
C -0.113 0.356 -0.925
C 0.979 0.192 -0.520
C -0.700 0.581 -1.196
C 0.371 -0.340 1.048
C -0.081 0.093 0.552
H 0.245 -0.164 -0.302
H -0.103 -0.126 0.085
H 0.203 -0.015 0.028
H 0.087 -0.053 0.121
H 0.145 0.320 0.011
H 0.401 -0.514 0.301
H -0.365 -1.149 -0.361
H -1.141 -0.232 -0.393
H 0.400 0.719 -0.110
H 0.131 -1.943 -1.078
H -0.260 0.013 0.265
H -0.128 0.153 0.430
H 0.082 0.149 0.306
H 0.136 0.145 0.782
H 0.304 -0.030 0.152
H -0.081 0.535 -0.118
H -0.648 -0.025 -0.244
H 0.010 0.156 -0.041
H 0.128 0.029 -0.097
C 0.580 -0.510 -0.725
C -0.290 -0.104 0.397
C -0.848 -0.081 0.299
C -0.299 -0.190 -0.990
C 0.350 1.856 1.391
S 1.084 0.631 -0.278
C 0.084 0.404 0.657
C -0.187 0.910 -0.717
S 0.839 3.157 0.068
C 0.024 -0.929 0.714
C -0.888 0.443 -0.070
H 0.454 0.344 -0.454
H 0.349 0.203 -0.030
H 0.400 -0.474 0.555
H -0.319 -0.626 -0.370
H -0.590 -0.121 0.240
H 0.137 -0.926 -0.169
H -0.332 -0.056 0.929
H -0.708 0.454 -0.091
H 0.315 0.198 0.133

Output
2S+1 = 1
highest occupied orbital energy = -11.3 eV
LUMO energy = -4.08 eV
charge = +1
SMILES = c1ccc(C2([C@@H]3CCCCC3=[N+]3CCCCC3)SCCS2)cc1
energy relative to the best compared isomer or geometry (same formula, charge and spin) = 0.966 eV

***

Q: What is the 2S+1 in the third record?
A: 1

***

Q: What is the energy relative to the best compared isomer or geometry (same formula, charge and spin) in the fifth record?
A: 0.966 eV